C31H39FIN6O5Ru as an isolated structure. Source: OMol25; level of theory: wB97M-V/def2-TZVPD.

Molecular weight, g mol⁻¹: 822.662
Net charge: -2
Electronic energy, Eh: -2401.9532
E_LUMO (alpha / beta), eV: 4.097 / 3.831
Gap between HOMO and LUMO (alpha / beta), eV: 5.803 / 5.540
Relative energy (zero: lowest compared OMol25 entry of this formula, charge and spin), eV: 0.000
Spin multiplicity: 2

Cartesian coordinates (Å):
Ru 0.38 0.29 0.29
N 1.94 -0.58 0.41
C 2.81 -1.58 0.59
C 2.52 -2.70 1.41
C 3.43 -3.72 1.56
C 4.66 -3.69 0.91
C 4.97 -2.59 0.10
C 4.07 -1.56 -0.06
H 1.56 -2.72 1.91
H 3.17 -4.57 2.19
H 5.37 -4.50 1.03
H 5.92 -2.56 -0.41
H 4.30 -0.71 -0.69
N -3.47 1.09 1.80
C -2.06 1.24 1.79
O -1.52 0.78 0.67
C -1.43 1.79 2.85
I -3.50 5.34 3.56
H -3.78 0.94 0.85
H -3.91 1.92 2.18
H -0.37 1.99 2.82
H -2.01 2.15 3.69
C 0.16 4.39 1.20
C 1.67 4.14 1.15
C 2.15 3.14 2.21
C 2.12 3.81 -0.26
C 3.03 4.68 -0.87
C 3.42 4.52 -2.19
C 2.86 3.51 -2.94
C 1.94 2.61 -2.40
C 1.33 1.58 -3.32
C -0.19 1.56 -3.30
C 1.96 0.19 -3.14
C 1.62 2.72 -1.02
N 0.86 1.78 -0.39
H -0.17 4.67 2.20
H -0.42 3.52 0.91
H -0.10 5.21 0.53
H 2.16 5.09 1.39
H 1.76 2.14 2.04
H 1.81 3.47 3.20
H 3.24 3.09 2.23
H 3.42 5.50 -0.28
H 4.13 5.21 -2.63
H 3.11 3.41 -3.99
H 1.61 1.92 -4.33
H -0.59 1.23 -2.34
H -0.57 0.87 -4.05
H -0.58 2.57 -3.51
H 1.68 -0.24 -2.18
H 3.05 0.26 -3.19
H 1.60 -0.49 -3.92
C -1.88 -1.24 5.19
C -0.38 -1.20 4.88
C 0.26 0.04 5.53
C 0.31 -2.49 5.34
C -0.23 -1.06 3.43
N -0.16 -0.97 2.29
H -2.02 -1.26 6.27
H -2.34 -2.14 4.77
H -2.37 -0.36 4.78
H 0.21 -0.06 6.62
H -0.27 0.94 5.22
H 1.31 0.14 5.24
H 0.25 -2.55 6.43
H 1.37 -2.49 5.05
H -0.17 -3.36 4.91
F 0.17 -4.72 2.76
C -0.90 -4.39 2.02
C -0.78 -4.08 0.72
N -1.86 -3.78 -0.07
C -1.63 -3.29 -1.42
C -0.86 -1.95 -1.46
O -0.70 -1.45 -2.57
O -0.48 -1.56 -0.32
C -3.13 -3.71 0.46
O -4.13 -3.46 -0.18
N -3.20 -4.00 1.82
C -2.18 -4.34 2.69
O -2.38 -4.56 3.87
H 0.19 -4.06 0.24
H -2.59 -3.17 -1.90
H -1.05 -4.04 -1.98
H -4.12 -3.89 2.23

---

A 2-piece molecular cluster, C31H40BN4O3 overall in a non-equilibrium geometry. Source: OMol25; level of theory: wB97M-V/def2-TZVPD.

Molecular weight, g mol⁻¹: 527.498
Net charge: +1
Electronic energy, Eh: -1674.4938
E_LUMO, eV: -4.492
Gap between HOMO and LUMO, eV: 5.363
Spin multiplicity: 1

Cartesian coordinates (Å):
C -3.11 1.51 -4.91
N -2.40 0.66 -4.00
C -1.33 -0.09 -4.41
O -0.88 -0.14 -5.55
C -0.80 -0.86 -3.19
C 0.65 -0.55 -2.86
C 1.59 -1.00 -3.96
C 2.42 -0.05 -4.57
C 3.22 -0.43 -5.65
C 3.18 -1.75 -6.12
C 2.42 -2.71 -5.44
C 1.62 -2.34 -4.36
N -1.72 -0.42 -2.16
C -1.73 -0.92 -0.90
C -2.55 -0.49 0.08
C -2.40 -1.05 1.45
C -3.34 -0.61 2.58
C -4.36 0.31 2.34
C -5.22 0.72 3.37
N -6.21 1.68 2.98
O -7.05 2.10 3.80
O -6.16 2.07 1.78
C -5.09 0.21 4.68
C -4.09 -0.75 4.90
C -3.23 -1.18 3.86
C -2.72 0.57 -2.59
C -2.48 1.92 -1.90
C -4.13 0.00 -2.37
H -2.67 1.39 -5.91
H -4.17 1.23 -4.95
H -3.05 2.56 -4.61
H -0.94 -1.94 -3.37
H 0.73 0.54 -2.72
H 0.90 -1.04 -1.90
H 2.39 0.98 -4.21
H 3.84 0.32 -6.14
H 3.78 -2.03 -7.00
H 2.43 -3.75 -5.77
H 0.98 -3.07 -3.84
H -0.95 -1.66 -0.66
H -3.24 0.34 -0.01
H -2.33 -2.15 1.42
H -4.49 0.76 1.36
H -5.77 0.56 5.44
H -3.98 -1.16 5.90
H -2.45 -1.92 4.07
H -1.45 2.25 -2.12
H -3.21 2.64 -2.28
H -2.57 1.86 -0.81
H -4.23 -0.92 -2.96
H -4.32 -0.26 -1.33
H -4.87 0.75 -2.68
C 5.16 1.67 1.39
C 4.83 1.37 2.86
C 6.11 0.88 3.56
C 4.34 2.63 3.58
C 3.73 0.33 2.91
C 3.93 -0.89 3.53
C 2.93 -1.81 3.59
N 1.73 -1.53 3.05
B 0.87 -2.67 3.26
H -1.43 -0.67 1.65
C 1.48 -0.36 2.40
C 2.48 0.59 2.33
H 4.28 2.03 0.84
H 5.95 2.42 1.34
H 5.52 0.75 0.91
H 5.91 0.66 4.62
H 6.50 -0.02 3.06
H 6.86 1.68 3.49
H 4.12 2.39 4.63
H 5.12 3.40 3.55
H 3.42 3.04 3.13
H 4.87 -1.16 3.99
H 3.04 -2.76 4.10
H 0.70 -3.35 2.31
H 0.32 -2.67 4.31
H 0.48 -0.21 2.00
H 2.26 1.53 1.82

---

C31H40Br30FN3O3 as an isolated structure in a non-equilibrium geometry. Source: OMol25; level of theory: wB97M-V/def2-TZVPD.

Molecular weight, g mol⁻¹: 2918.797
Electronic energy, Eh: -78915.2539
E_LUMO, eV: -0.368
Gap between HOMO and LUMO, eV: 9.147
Spin multiplicity: 1

Cartesian coordinates (Å):
C -3.11 1.25 -4.75
O -2.86 -0.11 -5.07
C -1.57 -0.53 -4.64
C -1.63 -1.87 -3.80
C -1.13 -1.53 -2.35
C -0.60 -2.78 -1.55
C -1.72 -3.61 -0.82
C -2.02 -3.19 0.66
C -0.76 -3.11 1.61
C -0.93 -1.89 2.61
C -0.43 -0.52 2.04
C 1.11 -0.49 1.71
C 1.46 0.83 0.88
C 0.56 2.05 1.22
C 0.59 2.72 2.52
C -0.27 3.85 2.67
N -1.12 4.42 1.81
C -1.22 3.82 0.62
C -0.42 2.68 0.31
C 1.26 0.36 -0.64
N 2.59 -0.16 -1.15
C 3.51 0.87 -0.71
O 4.35 1.44 -1.32
C 3.05 1.06 0.80
F 3.32 2.42 1.10
N 3.89 0.38 1.79
C 4.38 -0.66 1.39
O 4.55 -1.71 1.02
H -4.21 1.43 -4.83
H -2.53 1.95 -5.42
H -2.84 1.52 -3.69
H -0.83 -0.62 -5.49
H -1.17 0.27 -3.97
H -0.86 -2.56 -4.25
H -2.63 -2.35 -3.82
H -0.23 -0.87 -2.49
H -1.86 -0.92 -1.77
H 0.23 -2.43 -0.89
H -0.13 -3.46 -2.31
H -1.49 -4.70 -0.90
H -2.67 -3.44 -1.40
H -2.69 -3.99 1.08
H -2.63 -2.23 0.74
H 0.22 -3.13 1.09
H -0.78 -4.03 2.26
H -2.03 -1.78 2.77
H -0.51 -2.13 3.62
H -0.61 0.23 2.84
H -1.06 -0.22 1.17
H 1.67 -0.45 2.68
H 1.44 -1.39 1.14
H 1.25 2.36 3.35
H -0.22 4.32 3.67
H -1.90 4.21 -0.17
H -0.55 2.22 -0.69
H 1.07 1.19 -1.36
H 0.43 -0.37 -0.55
H 2.56 0.04 -2.16
C -3.11 5.41 -5.01
Br -5.04 5.34 -5.02
Br -2.38 4.95 -3.28
Br -2.35 4.33 -6.42
H -2.83 6.44 -5.22
C 0.13 -7.47 0.93
Br 0.76 -5.99 -0.15
Br -0.09 -6.96 2.78
Br -1.48 -8.24 0.20
H 0.90 -8.23 0.90
C 2.46 1.36 6.71
Br 4.36 1.01 6.63
Br 1.94 2.14 8.40
Br 1.88 2.45 5.21
H 1.96 0.41 6.62
C -4.91 0.04 1.51
Br -6.65 0.66 0.97
Br -4.69 -1.86 1.19
Br -3.50 1.07 0.68
H -4.83 0.20 2.58
C 0.89 7.95 4.39
Br 0.00 6.52 3.43
Br -0.15 8.53 5.91
Br 2.69 7.46 4.89
H 0.96 8.79 3.71
C 5.52 5.20 1.65
Br 3.61 5.24 1.94
Br 6.30 6.97 1.79
Br 6.39 3.94 2.82
H 5.68 4.86 0.64
C 3.20 4.85 -2.58
Br 5.00 4.21 -2.40
Br 2.58 4.79 -4.41
Br 2.03 3.88 -1.40
H 3.19 5.89 -2.28
C 4.63 -5.45 -2.19
Br 5.06 -7.06 -1.21
Br 3.28 -5.77 -3.53
Br 4.13 -4.01 -1.00
H 5.53 -5.14 -2.70
C -4.01 -4.18 -6.89
Br -2.99 -2.90 -7.92
Br -2.90 -5.13 -5.62
Br -5.53 -3.35 -6.03
H -4.40 -4.91 -7.58
C -2.41 -4.65 5.59
Br -3.44 -3.92 4.12
Br -1.50 -3.27 6.59
Br -3.49 -5.77 6.73
H -1.64 -5.28 5.15

---

C31H40Br60NO5S2 as an isolated structure in a non-equilibrium geometry. Source: OMol25; level of theory: wB97M-V/def2-TZVPD.

Molecular weight, g mol⁻¹: 5365.037
Net charge: -1
Electronic energy, Eh: -156873.0696
E_LUMO, eV: 0.864
Gap between HOMO and LUMO, eV: 7.697
Spin multiplicity: 1

Cartesian coordinates (Å):
C -4.54 -0.09 -0.60
C -3.46 -0.36 -0.10
S -1.95 -0.75 0.79
O -2.39 -1.40 1.99
O -1.23 0.45 1.11
N -1.16 -1.83 -0.11
S -0.10 -1.19 -1.18
O -0.48 0.11 -1.74
O 1.22 -1.08 -0.57
C -0.08 -2.32 -2.61
C 0.97 -3.44 -2.50
C 2.29 -3.17 -3.27
C 2.98 -1.82 -2.96
C 3.96 -1.41 -4.11
C 3.92 0.12 -4.38
C 3.21 0.47 -5.71
C 1.76 -0.08 -5.74
O 1.69 -1.06 -6.80
C 0.48 -1.84 -6.60
H -5.41 0.47 -0.88
H -1.07 -2.81 -2.57
H -0.07 -1.77 -3.56
H 0.53 -4.34 -2.96
H 1.18 -3.73 -1.45
H 2.17 -3.24 -4.37
H 3.00 -3.96 -2.95
H 2.27 -0.99 -2.85
H 3.57 -1.95 -2.04
H 3.72 -1.98 -5.03
H 5.00 -1.67 -3.86
H 4.95 0.53 -4.40
H 3.41 0.67 -3.57
H 3.15 1.57 -5.78
H 3.78 0.09 -6.57
H 1.44 -0.50 -4.78
H 1.07 0.75 -6.01
H -0.43 -1.25 -6.73
H 0.41 -2.21 -5.55
H 0.52 -2.68 -7.29
C -0.41 3.73 2.61
Br -2.15 3.25 3.25
Br -0.47 5.24 1.41
Br 0.82 4.02 4.07
H -0.03 2.88 2.04
C 2.46 -6.26 0.37
Br 1.07 -4.93 0.38
Br 2.84 -6.88 -1.42
Br 4.06 -5.66 1.27
H 2.09 -7.11 0.93
C -0.32 4.80 8.00
Br -0.94 3.42 9.20
Br -1.36 6.41 8.16
Br 1.57 5.15 8.22
H -0.46 4.43 6.99
C -2.15 5.00 13.25
Br -0.22 5.12 13.12
Br -3.01 5.87 11.76
Br -2.74 3.18 13.46
H -2.44 5.54 14.14
C 2.31 5.72 -3.54
Br 3.99 5.29 -4.37
Br 1.36 7.10 -4.51
Br 1.21 4.15 -3.28
H 2.53 6.12 -2.56
C 3.56 3.03 -0.10
Br 3.41 3.69 1.71
Br 5.39 3.13 -0.74
Br 2.82 1.27 -0.29
H 2.97 3.69 -0.73
C 0.32 -9.95 -2.81
Br 2.12 -10.56 -3.16
Br -0.04 -9.81 -0.93
Br -0.06 -8.28 -3.71
H -0.35 -10.69 -3.22
C -5.65 6.28 8.62
Br -6.71 5.58 10.08
Br -6.12 5.46 6.94
Br -5.75 8.21 8.54
H -4.62 6.02 8.82
C 3.86 -9.53 2.24
Br 4.50 -9.94 4.01
Br 4.67 -10.68 0.92
Br 1.93 -9.56 2.15
H 4.16 -8.51 2.01
C 1.26 7.92 4.33
Br -0.48 7.42 4.97
Br 1.19 9.43 3.13
Br 2.50 8.22 5.78
H 1.64 7.08 3.76
C -0.28 0.04 -10.39
Br -2.21 -0.07 -10.56
Br 0.32 -0.48 -8.61
Br 0.63 -0.97 -11.76
H -0.01 1.08 -10.53
C -1.53 10.02 11.90
Br -3.42 9.89 11.52
Br -1.06 9.14 13.56
Br -0.46 9.38 10.43
H -1.30 11.07 12.02
C -1.93 10.98 1.55
Br -2.97 10.29 3.01
Br -2.42 10.16 -0.13
Br -2.01 12.91 1.45
H -0.90 10.71 1.74
C -10.57 4.89 9.99
Br -11.63 4.18 11.44
Br -11.03 4.08 8.30
Br -10.68 6.82 9.91
H -9.54 4.64 10.19
C 2.80 -7.08 -6.18
Br 2.00 -6.74 -7.90
Br 4.62 -7.71 -6.34
Br 2.68 -5.55 -5.02
H 2.23 -7.88 -5.72
C -5.88 0.83 3.82
Br -7.34 2.10 3.86
Br -5.24 0.48 2.03
Br -4.42 1.36 4.95
H -6.27 -0.10 4.22
C 7.62 -7.49 -0.85
Br 6.67 -7.96 0.75
Br 6.95 -8.45 -2.38
Br 7.61 -5.58 -1.15
H 8.65 -7.78 -0.71
C -3.98 -2.55 -6.41
Br -3.02 -1.11 -5.55
Br -4.41 -2.14 -8.25
Br -3.03 -4.22 -6.26
H -4.91 -2.67 -5.88
C -0.54 -13.15 3.49
Br -1.88 -11.78 3.69
Br -0.24 -13.59 1.63
Br 1.10 -12.67 4.38
H -0.92 -14.04 3.97
C 1.19 2.49 -14.09
Br 1.87 2.40 -12.28
Br 2.01 1.16 -15.22
Br -0.73 2.38 -14.13
H 1.47 3.46 -14.48

---

C31H40CdF3N5O3S2Si4 as an isolated structure in a non-equilibrium geometry. Source: OMol25; level of theory: wB97M-V/def2-TZVPD.

Molecular weight, g mol⁻¹: 876.577
Net charge: -2
Electronic energy, Eh: -4126.5645
E_LUMO, eV: 3.813
Gap between HOMO and LUMO, eV: 6.376
Relative energy (zero: lowest compared OMol25 entry of this formula, charge and spin), eV: 1.393
Spin multiplicity: 1

Cartesian coordinates (Å):
Cd -0.59 -1.22 2.27
F 0.35 -0.32 8.15
C -0.83 0.11 7.51
F -0.50 1.29 6.89
F -1.67 0.42 8.57
C -1.33 -0.93 6.55
C -2.42 -1.74 6.97
C -2.96 -2.80 6.21
C -2.43 -2.86 4.93
N -1.60 -1.97 4.38
C -0.89 -1.17 5.20
S 0.30 -0.23 4.36
H -2.67 -1.49 7.99
H -3.75 -3.47 6.55
H -2.61 -3.69 4.30
N 3.94 -7.00 -0.12
C 3.30 -6.16 0.35
C 2.45 -5.13 0.86
C 1.13 -5.15 0.42
C 0.30 -4.03 0.65
C 0.71 -2.98 1.48
C 2.05 -3.04 1.93
C 2.92 -4.08 1.65
H 0.72 -6.04 -0.07
H -0.53 -3.96 -0.02
H 2.45 -2.21 2.37
H 3.88 -4.08 2.10
O 1.12 0.26 -5.67
S 0.37 1.08 -6.62
O -0.88 1.70 -6.12
O 1.50 2.91 -6.63
C 2.41 3.31 -5.87
N 2.73 4.68 -5.83
C 3.57 5.16 -4.94
C 4.32 4.31 -4.12
C 4.03 2.91 -4.21
N 3.22 2.42 -5.15
C 4.75 1.86 -3.46
C 5.58 2.20 -2.43
C 6.29 1.15 -1.85
N 6.25 -0.10 -2.24
C 5.33 -0.44 -3.21
C 4.53 0.56 -3.79
H 3.46 6.22 -4.91
H 5.13 4.65 -3.48
H 5.69 3.22 -2.08
H 7.15 1.37 -1.21
H 5.32 -1.53 -3.42
H 3.90 0.35 -4.63
C -2.35 3.37 -0.63
Si -1.44 2.45 0.74
C -2.01 2.87 2.53
C 0.48 2.70 0.83
Si -1.69 0.02 0.21
Si -3.95 -0.42 0.64
C -4.15 -0.42 2.59
C -4.23 -2.28 0.21
C -5.34 0.59 -0.22
Si -0.90 -0.19 -2.00
C -2.35 -0.45 -3.10
C 0.35 -1.69 -2.09
C 0.17 1.21 -2.53
H -3.35 3.10 -0.80
H -1.96 3.35 -1.66
H -2.34 4.40 -0.45
H -2.94 2.39 2.66
H -2.11 3.90 2.82
H -1.24 2.45 3.21
H 1.05 2.55 -0.10
H 0.91 2.08 1.56
H 0.56 3.70 1.25
H -3.12 -0.14 2.92
H -4.38 -1.43 3.00
H -4.71 0.39 3.07
H -3.71 -2.47 -0.76
H -5.30 -2.54 0.00
H -3.98 -2.96 1.02
H -5.81 0.06 -1.05
H -4.95 1.54 -0.54
H -6.07 0.85 0.59
H -3.19 0.25 -3.02
H -2.61 -1.51 -2.93
H -2.02 -0.34 -4.19
H 0.63 -1.86 -3.15
H -0.31 -2.56 -1.84
H 1.31 -1.77 -1.55
H 0.35 1.26 -3.61
H 1.18 0.99 -2.03
H -0.01 2.23 -2.17